Record 1
Here is a molecular structure, C38H37BrCaN6O6S2 from the Open Molecules 2025 dataset. Energies are from the ωB97M-V functional and the def2-TZVPD basis.

Last column: Mulliken charge in e.
CARTESIAN COORDINATES (ANGSTROEM)
Ca1 0.36 0.51 0.69  1.82
O1 1.32 -3.70 -3.28  -0.75
C1 0.49 -4.24 -2.33  0.63
C2 0.16 -5.58 -2.47  -0.82
C3 -0.69 -6.17 -1.54  -0.35
C4 -1.20 -5.43 -0.48  -1.15
C5 -0.85 -4.10 -0.35  -0.20
C6 0.00 -3.48 -1.27  1.04
C7 0.33 -2.00 -1.05  0.77
O2 0.35 -1.62 0.21  -0.09
N1 -0.74 -1.28 -1.90  -0.20
N2 -0.86 0.05 -1.78  0.59
C8 -1.16 0.73 -2.83  -0.81
C9 -1.44 2.16 -2.78  0.64
Br1 -1.30 2.97 -1.08  -0.10
C10 -1.85 2.92 -3.78  -1.09
C11 -2.02 2.52 -5.20  0.40
C12 -1.14 1.66 -5.86  -0.37
C13 -1.34 1.32 -7.19  -0.57
C14 -2.41 1.84 -7.90  -0.39
C15 -3.27 2.73 -7.27  -0.46
C16 -3.06 3.07 -5.94  -0.51
H1 1.58 -2.81 -2.99  0.30
H2 0.57 -6.14 -3.30  0.43
H3 -0.96 -7.22 -1.66  0.33
H4 -1.87 -5.89 0.24  0.41
H5 -1.22 -3.48 0.46  -0.07
H6 1.28 -1.76 -1.59  -0.81
H7 -0.78 -1.63 -2.86  0.39
H8 -1.27 0.22 -3.78  0.45
H9 -2.14 3.94 -3.55  0.38
H10 -0.27 1.29 -5.33  0.61
H11 -0.64 0.65 -7.68  0.37
H12 -2.57 1.56 -8.94  0.36
H13 -4.10 3.16 -7.81  0.35
H14 -3.74 3.77 -5.45  0.38
C17 3.66 3.02 2.18  -1.49
C18 3.20 3.94 3.05  -0.75
C19 1.80 4.04 3.34  -0.78
C20 1.00 3.05 2.82  -0.03
N3 1.41 2.03 2.04  0.06
C21 2.69 2.20 1.42  0.48
C22 -0.46 3.05 3.16  0.12
C23 -0.93 3.28 4.45  -0.84
C24 -2.30 3.26 4.67  -0.56
C25 -3.16 3.00 3.61  -0.78
C26 -2.60 2.78 2.36  -0.07
N4 -1.29 2.81 2.14  0.23
H15 4.72 2.86 2.00  0.47
H16 3.90 4.58 3.58  0.34
H17 1.39 4.84 3.93  0.46
H18 3.13 1.23 1.17  -0.04
H19 -0.23 3.46 5.25  0.50
H20 -2.69 3.42 5.67  0.37
H21 -4.23 2.94 3.75  0.38
H22 -3.23 2.56 1.50  0.36
C27 0.92 -2.28 2.68  -1.06
N5 0.75 -0.87 2.99  1.59
C28 1.90 -0.36 3.71  -1.00
C29 -0.50 -0.64 3.72  -1.02
C30 -1.69 -0.97 2.86  0.95
C31 -2.64 -1.92 3.27  -0.23
C32 -3.76 -2.17 2.48  -0.79
C33 -3.90 -1.46 1.29  -0.61
C34 -2.93 -0.53 0.90  -0.99
C35 -1.76 -0.25 1.65  0.67
H23 0.90 -2.89 3.60  0.09
H24 1.88 -2.42 2.17  0.05
H25 0.13 -2.61 2.00  0.21
H26 2.04 -0.86 4.68  0.38
H27 1.79 0.71 3.88  0.25
H28 2.80 -0.50 3.11  -0.10
H29 -0.53 0.43 3.97  -0.24
H30 -0.50 -1.20 4.68  0.27
H31 -2.51 -2.46 4.21  0.32
H32 -4.49 -2.91 2.78  0.31
H33 -4.77 -1.65 0.65  0.35
H34 -3.09 0.00 -0.04  0.13
S1 6.13 -2.64 0.17  -0.25
C36 4.95 -1.93 -0.85  -0.43
C37 3.96 -1.40 -0.10  -0.19
N6 4.11 -1.55 1.27  0.13
C38 5.21 -2.18 1.54  -0.29
H35 5.07 -1.92 -1.93  0.42
H36 3.10 -0.87 -0.50  -0.03
H37 5.54 -2.42 2.55  0.41
O3 1.96 2.73 -2.31  -0.73
S2 2.54 1.94 -1.25  1.28
O4 3.92 1.55 -1.42  -0.71
O5 1.70 0.74 -0.91  -1.05
O6 2.47 2.88 0.03  -0.40

Properties
**2S+1**: 1
**Max |F|**: 2.523 eV Å⁻¹
**Energy above the lowest of the compared OMol25 structures with the same formula, charge and spin**: 173.1 kJ/mol
**Total charge**: -2
**DFT total energy**: -6298.29761 hartree
**Orbital gap**: 5.53 eV
**E_HOMO**: -1.7 eV


Record 2
Here is a molecular structure, C38H37BrGaN2O5 from the Open Molecules 2025 dataset. Energies are from the ωB97M-V functional and the def2-TZVPD basis.

Last column: Mulliken charge in e.
CARTESIAN COORDINATES (ANGSTROEM)
Ga1 -1.14 -0.72 -0.67  -1.14
C1 2.47 -2.40 2.52  -1.57
C2 1.09 -1.90 2.12  1.23
C3 0.01 -2.88 2.50  -1.20
O1 0.85 -0.63 2.74  -0.67
C4 0.66 0.38 1.75  0.12
C5 1.49 -0.27 0.61  -2.71
O2 1.05 -1.63 0.71  -0.15
C6 1.56 0.08 -0.88  2.97
O3 0.30 -0.06 -1.52  0.07
C7 2.58 -0.89 -1.49  -0.05
C8 3.95 -0.72 -1.27  -0.33
C9 4.87 -1.63 -1.77  -1.04
C10 4.44 -2.72 -2.51  -0.71
C11 3.09 -2.90 -2.74  -0.77
C12 2.17 -1.99 -2.23  -0.13
C13 2.06 1.51 -1.11  0.38
C14 1.80 2.10 -2.35  -0.77
C15 2.23 3.39 -2.62  -0.98
C16 2.93 4.11 -1.67  -0.87
C17 3.23 3.52 -0.45  -0.65
C18 2.80 2.22 -0.18  -0.06
C19 -0.87 0.66 1.63  1.63
O4 -1.53 -0.47 1.06  0.18
C20 -1.25 1.92 0.86  -0.04
C21 -2.60 2.08 0.53  -0.55
C22 -3.06 3.24 -0.08  -0.73
C23 -2.17 4.26 -0.38  -0.84
C24 -0.83 4.12 -0.06  -0.91
C25 -0.37 2.96 0.56  0.21
C26 -1.40 0.85 3.06  -0.18
C27 -0.95 1.92 3.82  -0.22
C28 -1.41 2.10 5.12  -1.02
C29 -2.34 1.23 5.66  -0.63
C30 -2.80 0.17 4.89  -1.03
C31 -2.33 -0.03 3.60  -0.21
H1 2.52 -2.48 3.60  0.43
H2 3.25 -1.71 2.19  0.33
H3 2.65 -3.38 2.08  0.34
H4 0.08 -3.09 3.56  0.50
H5 0.13 -3.81 1.94  0.32
H6 -0.96 -2.43 2.30  -0.18
H7 1.15 1.28 2.12  1.45
H8 2.52 -0.21 0.97  1.34
H9 4.30 0.14 -0.72  0.40
H10 5.92 -1.47 -1.59  0.47
H11 5.16 -3.43 -2.90  0.41
H12 2.74 -3.75 -3.31  0.46
H13 1.12 -2.14 -2.41  -0.05
H14 1.28 1.52 -3.11  0.66
H15 2.02 3.83 -3.59  0.48
H16 3.27 5.12 -1.88  0.43
H17 3.80 4.06 0.29  0.47
H18 3.05 1.79 0.78  0.36
H19 -3.30 1.30 0.80  0.49
H20 -4.11 3.35 -0.29  0.55
H21 -2.52 5.17 -0.84  0.45
H22 -0.12 4.91 -0.27  0.50
H23 0.67 2.90 0.83  0.63
H24 -0.24 2.63 3.41  0.34
H25 -1.05 2.94 5.70  0.45
H26 -2.70 1.37 6.66  0.41
H27 -3.53 -0.52 5.30  0.45
H28 -2.69 -0.85 3.01  0.32
Br1 -2.36 -7.01 -2.26  -0.09
C32 -2.05 -5.22 -1.82  0.14
C33 -2.34 -4.76 -0.54  -0.88
C34 -2.09 -3.44 -0.25  0.02
N1 -1.57 -2.60 -1.15  0.58
C35 -1.32 -3.04 -2.39  -0.13
C36 -1.54 -4.34 -2.77  -0.82
H29 -2.75 -5.42 0.21  0.50
H30 -2.29 -3.03 0.73  0.59
H31 -0.93 -2.31 -3.10  0.66
H32 -1.32 -4.67 -3.77  0.49
C37 -3.69 1.17 -3.52  -1.38
C38 -2.50 0.95 -2.66  0.98
N2 -1.51 1.81 -2.70  0.06
O5 -2.51 -0.05 -1.89  -0.53
H33 -3.55 1.97 -4.24  0.43
H34 -4.54 1.40 -2.88  0.29
H35 -3.93 0.24 -4.05  0.31
H36 -1.58 2.64 -3.27  0.27
H37 -0.69 1.71 -2.12  -0.33

Properties
**2S+1**: 1
**Max |F|**: 0.281 eV Å⁻¹
**Energy above the lowest of the compared OMol25 structures with the same formula, charge and spin**: 0.0 kJ/mol
**Total charge**: +1
**DFT total energy**: -6454.69733 hartree
**Orbital gap**: 7.74 eV
**E_HOMO**: -10.9 eV


Record 3
Here is a molecular structure, C38H37F3N2O5SbSiTi from the Open Molecules 2025 dataset. Energies are from the ωB97M-V functional and the def2-TZVPD basis.

Last column: Löwdin spin population.
CARTESIAN COORDINATES (ANGSTROEM)
Ti1 -1.80 -0.05 0.22  1.05
O1 -0.71 3.46 -0.80  0.01
C1 -1.14 2.46 -0.24  0.01
O2 -1.30 1.31 -0.92  0.02
C2 -1.44 2.39 1.35  0.00
O3 -1.42 3.33 2.11  0.00
O4 -2.07 1.20 1.66  0.03
F1 9.32 0.30 0.82  0.00
C3 8.05 0.61 0.46  0.00
C4 7.82 1.01 -0.84  0.00
C5 6.50 1.34 -1.22  0.00
C6 5.43 1.25 -0.35  0.00
C7 5.71 0.86 0.98  0.00
C8 7.00 0.52 1.38  0.00
Sb1 3.36 1.66 -0.94  0.00
C9 3.57 3.74 -1.38  0.00
C10 4.76 4.33 -1.66  0.00
C11 4.86 5.65 -2.13  0.00
C12 3.70 6.41 -2.28  0.00
F2 3.77 7.70 -2.75  0.00
C13 2.45 5.86 -1.98  0.00
C14 2.43 4.55 -1.44  0.00
C15 3.41 1.04 -3.02  0.00
C16 2.31 1.61 -3.67  0.00
C17 2.27 1.70 -5.09  0.00
C18 3.29 1.06 -5.75  0.00
F3 3.35 1.08 -7.15  0.00
C19 4.23 0.26 -5.12  0.00
C20 4.31 0.31 -3.73  0.00
H1 8.67 0.94 -1.54  0.00
H2 6.25 1.72 -2.25  0.00
H3 4.89 0.86 1.71  0.00
H4 7.20 0.22 2.39  0.00
H5 5.73 3.86 -1.50  0.00
H6 5.85 6.02 -2.35  0.00
H7 1.49 6.42 -2.17  0.00
H8 1.46 4.16 -1.10  0.00
H9 1.49 2.14 -3.12  0.00
H10 1.44 2.20 -5.60  0.00
H11 4.88 -0.39 -5.69  0.00
H12 5.02 -0.26 -3.19  0.00
C21 0.05 -1.95 -1.80  0.01
Si1 -0.15 -1.93 0.09  0.03
C22 1.67 -1.92 0.58  0.00
C23 -0.44 -3.85 0.58  0.00
C24 -1.14 -4.63 -0.34  0.00
C25 -1.59 -5.89 -0.03  0.00
C26 -1.37 -6.38 1.25  0.00
C27 -0.61 -5.65 2.14  0.00
C28 -0.15 -4.34 1.81  0.00
H13 0.46 -2.93 -2.11  0.00
H14 0.78 -1.19 -2.11  0.00
H15 -0.85 -1.81 -2.34  0.00
H16 2.01 -2.87 0.09  0.00
H17 1.81 -1.93 1.69  0.00
H18 2.18 -1.01 0.17  0.00
H19 -1.22 -4.26 -1.37  0.00
H20 -2.18 -6.45 -0.70  0.00
H21 -1.71 -7.38 1.52  0.00
H22 -0.40 -6.06 3.16  0.00
H23 0.42 -3.75 2.54  0.00
C29 -6.55 -3.01 4.19  0.00
C30 -6.31 -1.51 4.40  0.00
N1 -5.63 -0.81 3.30  0.00
C31 -4.96 0.40 3.70  0.00
C32 -3.70 0.19 4.50  0.00
C33 -6.43 -0.78 2.10  0.01
O5 -7.62 -1.12 2.08  0.01
C34 -5.61 -0.47 0.92  0.06
C35 -6.20 0.05 -0.27  0.27
C36 -5.40 0.34 -1.37  0.03
C37 -4.05 -0.01 -1.33  0.24
N2 -3.56 -0.68 -0.25  0.13
C38 -4.30 -0.89 0.87  0.07
H24 -6.64 -3.48 5.16  0.00
H25 -5.71 -3.47 3.59  0.00
H26 -7.52 -3.17 3.65  0.00
H27 -5.68 -1.36 5.31  0.00
H28 -7.32 -0.99 4.58  0.00
H29 -5.69 1.06 4.20  0.00
H30 -4.69 0.95 2.81  0.00
H31 -3.83 -0.46 5.37  0.00
H32 -3.40 1.19 4.83  0.00
H33 -2.93 -0.18 3.80  0.00
H34 -7.27 0.05 -0.36  0.02
H35 -5.88 0.76 -2.26  0.00
H36 -3.33 0.09 -2.15  0.01
H37 -3.77 -1.38 1.70  0.00

Properties
**2S+1**: 3
**Max |F|**: 3.223 eV Å⁻¹
**Energy above the lowest of the compared OMol25 structures with the same formula, charge and spin**: 140.6 kJ/mol
**Total charge**: -1
**DFT total energy**: -3634.79369 hartree
**Orbital gap (spin up / spin down)**: 5.23 / 7.80 eV
**E_HOMO (spin up / spin down)**: -3.0 / -5.6 eV